# 1
Below is one molecule with the formula C5H7NO2 at a distorted geometry, with properties calculated with the ωB97M-V functional and the def2-TZVPD basis.

```
15
Properties=species:S:1:pos:R:3:forces:R:3:nbo_charge:R:1
N 0.3044 -0.5658 1.9160 -1.84 -3.44 -1.78 -0.826
C 0.4878 0.6443 1.4903 -0.33 2.98 0.83 0.663
O 1.2016 1.4414 2.0841 0.27 0.48 -0.57 -0.649
C -0.3999 1.0144 0.3004 0.39 -0.80 -0.12 -0.552
C 0.4565 0.8365 -0.9047 -0.04 -0.49 0.93 -0.025
C 0.1900 -0.1630 -1.7226 -0.42 -0.59 -1.35 -0.371
C -0.7586 -1.2478 -1.4819 -0.72 -2.69 4.72 0.390
O -0.8202 -1.7158 -0.2594 -0.56 1.15 -5.27 -0.598
H 0.8456 -0.8239 2.7062 0.32 -0.59 0.44 0.403
H -0.2008 -1.2215 1.1984 1.39 1.06 2.05 0.443
H -0.6729 2.0391 0.2505 -0.33 1.03 0.84 0.245
H -1.2948 0.3439 0.3156 0.81 0.94 -0.25 0.235
H 1.3729 1.4477 -1.0044 -0.93 -0.07 -0.23 0.236
H 0.6992 -0.1933 -2.6454 0.65 -0.30 -1.08 0.225
H -1.4109 -1.8362 -2.2431 1.32 1.34 0.83 0.181
```
Forces are in eV/Å.

Frontier orbital gap, eV: 8.603
LUMO level, eV: -0.6839



# 2
Below is one molecule with the formula C5H7NO2 at a distorted geometry, with properties calculated with the ωB97M-V functional and the def2-TZVPD basis.

```
15
Properties=species:S:1:pos:R:3:forces:R:3:nbo_charge:R:1
C 0.6073 -0.0811 2.9214 0.93 0.72 -1.63 -0.296
C 0.1650 -0.3847 1.6976 -1.76 1.08 0.45 -0.311
C 0.9319 -0.0023 0.4966 -0.96 -0.65 -1.48 0.633
O 2.0504 0.4199 0.4487 1.23 0.60 0.58 -0.578
N 0.2757 -0.2955 -0.7053 -1.21 -0.27 -0.12 -0.457
C 0.3950 0.3610 -1.9583 -1.11 -0.76 0.14 -0.244
C -0.9989 0.1925 -1.3832 0.71 -0.48 2.75 0.223
O -1.9293 -0.7742 -1.7187 0.03 -0.24 -0.11 -0.708
H -0.0304 -0.1438 3.7596 -0.42 -0.21 0.89 0.200
H 1.5904 0.4262 2.9951 -0.55 -0.76 0.19 0.220
H -0.9387 -0.5421 1.4999 1.48 -0.54 0.39 0.214
H 0.5794 -0.4018 -2.6958 0.31 0.32 -0.76 0.209
H 0.8664 1.3153 -2.0600 0.22 0.46 0.00 0.219
H -1.4931 0.8629 -0.6427 0.60 0.38 -1.32 0.185
H -2.0710 -0.9525 -2.6547 0.50 0.35 0.01 0.489
```
Forces are in eV/Å.

Frontier orbital gap, eV: 10.136
LUMO level, eV: 0.5502



# 3
Below is C5H7NO2 as an isolated structure at a distorted geometry, with properties calculated with the ωB97M-V functional and the def2-TZVPD basis.

```
15
Properties=species:S:1:pos:R:3:forces:R:3:nbo_charge:R:1
C 0.0371 1.3128 0.7836 0.11 -0.18 2.05 -0.652
C 0.0730 0.3839 -0.3579 -1.07 -1.68 -0.90 0.188
C 1.4983 -0.0245 -0.7209 0.94 -0.02 -0.78 -0.082
C -0.0365 -1.1146 -0.1110 -0.88 1.51 1.27 0.023
C -1.4771 -1.0992 0.4513 0.81 0.05 -1.56 -0.035
H 0.0507 2.3593 0.4215 0.22 -0.58 0.41 0.235
H 0.8398 1.0239 1.5039 -0.22 0.83 -0.66 0.229
H -0.8756 1.1039 1.3695 0.16 0.59 -0.37 0.226
H 2.3196 0.6600 -0.4648 -0.33 -0.22 0.09 0.202
H 1.6419 -0.3856 -1.7731 -0.21 -0.04 0.95 0.195
H -0.1190 -1.6212 -1.0752 0.01 -0.21 -0.06 0.182
H -2.0468 -1.7845 1.0772 0.08 0.27 -0.30 0.230
N -2.0731 -0.2500 -0.3310 -0.42 -0.62 1.31 -0.077
O 1.3473 -1.1113 0.2775 0.74 -0.16 -0.46 -0.505
O -1.1795 0.5473 -1.0507 0.06 0.48 -0.99 -0.359
```
Forces are in eV/Å.

Frontier orbital gap, eV: 10.488
LUMO level, eV: 0.8713



# 4
Below is C5H7NO2 as an isolated structure at a distorted geometry, with properties calculated with the ωB97M-V functional and the def2-TZVPD basis.

```
15
Properties=species:S:1:pos:R:3:forces:R:3:nbo_charge:R:1
C -0.5165 -1.1333 -0.3338 -1.92 -2.46 -2.81 0.123
C 0.4285 0.0690 -1.0359 -0.10 -2.47 -2.72 -0.370
C -0.1997 1.2154 -0.3665 -0.07 3.06 0.49 -0.240
C 0.2830 -0.7324 0.8701 -0.27 0.03 -0.72 -0.234
C 1.4053 -0.4961 -0.0114 5.33 4.13 -1.47 0.572
H -1.7804 0.0592 0.5319 -0.06 -2.50 -1.43 0.496
H -0.4732 -2.2551 -0.8589 0.24 3.16 1.60 0.225
H 0.6787 0.0899 -2.1331 -0.32 -0.03 1.27 0.241
H -1.2260 1.5570 -0.6226 0.71 -0.58 -0.88 0.214
H 0.3862 2.2224 -0.3173 -0.48 -1.99 0.02 0.212
H 0.1379 1.0683 1.6767 -0.80 0.10 -0.42 0.390
H 0.4532 -1.1057 1.8018 -0.20 -1.70 2.47 0.225
N -0.3928 0.5664 0.9437 2.59 2.49 3.97 -0.611
O -1.8360 -0.7603 -0.1620 -0.98 0.27 0.32 -0.744
O 2.6519 -0.3647 0.0174 -3.67 -1.51 0.33 -0.499
```
Forces are in eV/Å.

Frontier orbital gap, eV: 9.619
LUMO level, eV: 0.3843



# 5
Below is one molecule with the formula C5H7NO2 at a distorted geometry, with properties calculated with the ωB97M-V functional and the def2-TZVPD basis.

```
15
Properties=species:S:1:pos:R:3:forces:R:3:nbo_charge:R:1
C 0.1017 -2.3296 0.5486 3.63 0.48 1.00 -0.660
C 0.2861 -0.7567 0.1350 1.30 -5.10 3.19 0.191
N 1.0881 -0.0624 0.8190 1.38 1.64 1.13 -0.089
O 1.1764 1.3630 0.4370 -0.37 -0.80 0.91 -0.451
C -0.0443 2.0774 -0.2044 4.40 3.89 -1.69 -0.117
C -0.9806 0.9793 -0.1800 -2.16 2.86 2.26 0.005
O -1.6728 0.2592 -1.1782 0.98 0.13 0.84 -0.438
C -0.2180 0.0506 -0.8556 -4.05 -3.30 -3.18 -0.016
H 1.2331 -2.6989 1.0156 -3.00 1.23 -1.70 0.238
H -0.0316 -2.8200 -0.4413 -0.37 -0.24 1.17 0.230
H -0.5179 -2.6658 1.4695 0.24 1.15 -2.16 0.257
H 0.6469 2.4035 -1.2236 -3.05 -0.71 2.29 0.210
H -0.1982 3.0363 0.3905 0.01 -1.48 -0.49 0.210
H -1.1901 0.8470 0.9591 -0.42 -0.36 -2.25 0.204
H 0.3212 0.3172 -1.6911 1.47 0.60 -1.32 0.224
```
Forces are in eV/Å.

Frontier orbital gap, eV: 10.276
LUMO level, eV: 0.8397



# 6
Below is a 3-piece molecular cluster, C5H7NO2 overall at a distorted geometry, with properties calculated with the ωB97M-V functional and the def2-TZVPD basis.

```
15
Properties=species:S:1:pos:R:3:forces:R:3:nbo_charge:R:1
C 2.7359 0.9243 0.1326 -0.54 0.26 -0.11 -0.753
N -0.0847 -0.2685 0.4923 6.02 -0.47 -0.08 -0.651
C -0.4182 0.6625 -0.2959 -5.90 -0.13 0.71 0.821
C 1.9068 -0.3197 -0.0088 -0.21 -1.84 1.26 0.680
C -2.4251 -0.0193 0.1574 1.31 1.16 -1.27 -0.335
C -2.9157 -1.1951 -0.1659 -0.16 -0.04 -0.02 -0.489
O -0.3263 1.7519 -0.7124 1.09 -0.01 -0.27 -0.522
O 2.2921 -1.4308 -0.1672 -0.72 1.26 -0.16 -0.495
H -0.2478 -1.2349 0.2461 -0.57 0.08 -0.10 0.417
H -2.9931 0.8501 0.4676 -0.22 -0.06 -0.05 0.183
H 3.7999 0.6760 0.1460 -0.20 -0.14 0.00 0.246
H 2.5151 1.5987 -0.6949 -0.03 0.01 0.01 0.265
H 2.4341 1.4331 1.0491 0.03 -0.03 -0.04 0.259
H -3.9872 -1.3935 -0.1919 0.07 -0.09 0.30 0.199
H -2.2857 -2.0346 -0.4541 0.04 0.03 -0.18 0.174
```
Forces are in eV/Å.

Frontier orbital gap, eV: 7.531
LUMO level, eV: 0.1292



# 7
Below is C5H7NO2 as an isolated structure at a distorted geometry, with properties calculated with the ωB97M-V functional and the def2-TZVPD basis.

```
15
Properties=species:S:1:pos:R:3:forces:R:3:nbo_charge:R:1
C -1.1039 0.0742 -0.6449 0.22 0.21 0.84 0.100
C -0.1927 0.9306 0.3001 -0.38 1.21 -0.67 0.038
C -0.1873 -0.9712 0.0620 0.26 -1.13 -0.49 0.038
C 1.1868 -0.6793 -0.5451 -1.37 -0.24 -1.10 -0.127
C 1.1501 0.8030 -0.4026 0.51 -0.13 -0.35 -0.138
H -2.4888 -0.1044 0.7117 0.27 0.00 0.00 0.480
H -1.0301 0.2614 -1.7201 -0.15 -0.24 0.17 0.182
H -0.5012 1.9070 0.6764 -0.02 -0.20 0.14 0.202
H -0.4422 -2.0114 0.2342 -0.28 -0.06 -0.01 0.199
H 1.4490 -1.2320 -1.4378 0.38 0.18 0.02 0.208
H 2.9683 0.0228 -0.1658 0.43 0.07 0.16 0.354
H 1.5352 1.4893 -1.1498 -0.29 -0.03 0.15 0.216
N 2.0973 -0.0334 0.3421 0.70 0.13 0.69 -0.554
O -2.4394 0.0260 -0.2425 -0.29 0.03 -0.60 -0.706
O -0.2217 -0.1563 1.2224 0.01 0.22 1.06 -0.493
```
Forces are in eV/Å.

Frontier orbital gap, eV: 10.138
LUMO level, eV: 0.9331



# 8
Below is a 2-piece molecular cluster, C5H7NO2S2 overall at a distorted geometry, with properties calculated with the ωB97M-V functional and the def2-TZVPD basis.

```
17
Properties=species:S:1:pos:R:3:forces:R:3:nbo_charge:R:1
C 0.5214 -2.4869 1.9720 -0.08 0.40 -1.49 -0.294
C 1.6823 -1.8847 2.2140 1.15 -0.87 1.70 -0.342
C -0.3495 -1.5901 1.1649 -0.69 1.62 0.05 0.105
C 0.1613 -0.1617 0.9820 0.25 -0.58 0.06 -0.302
C 0.0411 2.9046 -1.5787 2.87 -0.92 -0.76 -0.841
N -1.5582 -1.7327 0.7753 -0.10 -0.96 1.13 -0.464
O 0.3106 1.2607 -3.5940 -0.12 0.26 -2.41 -0.937
O -1.6719 0.8076 -1.9948 1.35 0.61 0.78 -0.910
S 1.5650 -0.1268 1.8429 0.20 -0.10 -0.39 0.465
S 0.0272 1.1701 -2.2026 -1.10 -0.81 3.41 1.495
H 0.2079 -3.5159 2.0092 0.43 -0.29 0.48 0.238
H 2.6105 -2.3144 2.7187 -1.49 0.65 -0.80 0.249
H 0.4004 3.4663 -2.4510 0.01 -0.01 0.35 0.242
H -0.9216 3.1622 -1.3710 -2.63 0.86 0.83 0.231
H 0.7362 3.0112 -0.7048 -0.73 -0.23 -0.82 0.232
H -1.9567 -2.5803 1.2387 0.22 0.28 -0.82 0.333
H -1.8062 0.6108 -1.0210 0.45 0.08 -1.31 0.501
```
Forces are in eV/Å.

Frontier orbital gap, eV: 7.151
LUMO level, eV: -1.5568



# 9
Below is C5H7NO3 as an isolated structure at a distorted geometry, with properties calculated with the ωB97M-V functional and the def2-TZVPD basis.

```
16
Properties=species:S:1:pos:R:3:forces:R:3:nbo_charge:R:1
C -0.6253 -0.2852 -2.3866 1.63 -0.83 -4.30 -0.435
C -0.8234 0.5081 -1.4233 1.05 -0.82 5.49 -0.133
C 0.2800 0.8291 1.3926 -0.91 -2.44 1.30 -0.478
C 1.7097 0.3237 1.0329 1.78 1.24 2.81 -0.069
C -0.1078 -0.2159 0.3473 -1.14 3.07 -4.99 0.385
N -1.1873 -1.1866 0.5760 -0.06 -0.93 2.18 0.478
O -1.2594 -2.3136 0.0882 0.45 1.86 0.16 -0.352
O -1.9682 -0.7139 1.4174 -0.06 -0.84 -1.22 -0.398
O 1.1956 -0.5245 0.0323 0.18 -1.35 -0.96 -0.496
H -0.6869 0.0120 -3.4736 -0.61 -0.02 1.20 0.214
H 0.0173 -1.1424 -2.3359 -0.27 -0.83 0.61 0.225
H -1.1496 1.4931 -1.3435 -0.82 1.35 0.08 0.195
H -0.2761 0.5120 2.3651 1.52 1.12 -1.36 0.258
H 0.1367 1.8388 1.0719 -0.48 0.52 0.12 0.231
H 2.4888 1.1791 0.8714 -1.55 -1.52 -1.01 0.191
H 2.2558 -0.3139 1.7678 -0.71 0.41 -0.11 0.185
```
Forces are in eV/Å.

Frontier orbital gap, eV: 9.219
LUMO level, eV: -0.1522



# 10
Below is a 2-piece molecular cluster, C5H7NO3 overall at a distorted geometry, with properties calculated with the ωB97M-V functional and the def2-TZVPD basis.

```
16
Properties=species:S:1:pos:R:3:forces:R:3:nbo_charge:R:1
C -0.5474 -0.7304 1.8362 -0.14 0.25 -0.38 -0.262
C 1.8010 -0.1572 0.3647 -0.22 0.35 1.25 0.891
C -1.0286 0.4107 -0.3408 0.38 0.14 0.30 0.901
N -1.8106 -0.3913 -1.1421 -0.05 -0.27 0.27 -0.861
C 1.8753 0.5730 -0.8325 -0.08 0.19 -0.54 -0.587
C 0.7664 0.8408 -1.5730 0.06 -0.46 0.79 -0.208
O -0.1238 -0.5283 0.4741 0.16 0.41 -0.52 -0.586
O 2.3022 -0.5133 1.3448 -0.52 -0.08 -0.98 -0.440
O -1.3680 1.4712 0.1227 0.39 -0.58 0.00 -0.644
H -1.3097 -1.1278 -1.6159 -0.14 0.17 -0.08 0.393
H -2.4732 0.1346 -1.6935 0.21 -0.08 -0.05 0.397
H 2.8947 0.9353 -0.9874 -0.06 -0.14 -0.06 0.238
H 0.9735 1.4592 -2.4519 -0.06 0.04 0.08 0.165
H -0.6356 0.2280 2.3487 0.01 -0.05 0.00 0.201
H 0.1952 -1.3626 2.3184 0.01 0.07 -0.05 0.202
H -1.5113 -1.2418 1.8274 0.05 0.04 -0.02 0.199
```
Forces are in eV/Å.

Frontier orbital gap, eV: 8.376
LUMO level, eV: -0.0466



# 11
Below is one molecule with the formula C5H7NO3 at a distorted geometry, with properties calculated with the ωB97M-V functional and the def2-TZVPD basis.

```
16
Properties=species:S:1:pos:R:3:forces:R:3:nbo_charge:R:1
H -0.7365 -2.1504 -1.7005 0.61 0.17 -0.41 0.365
N -0.9373 -1.1522 -1.6802 -0.67 -0.61 0.48 -0.686
C -0.4303 -0.4919 -0.7463 -1.85 2.03 0.42 0.295
C -1.6880 0.5280 0.1220 -0.16 -1.27 -2.42 0.677
O -2.5162 0.0028 0.8121 0.49 0.37 0.23 -0.589
O -1.9056 1.6967 -0.5400 -0.03 0.20 0.15 -0.730
C 0.6825 -0.3195 0.0456 0.16 0.10 1.10 -0.254
C 1.8701 -1.2356 0.0822 -0.15 -0.13 0.40 -0.630
C 0.4698 0.7155 0.9961 2.57 -0.29 -0.20 0.319
O 0.4722 2.0360 0.7571 -1.17 -0.62 0.20 -0.616
H -2.8064 2.0068 -0.3418 0.09 -0.04 0.12 0.490
H 1.6145 -2.2468 -0.2350 0.00 0.00 -0.04 0.217
H 2.2587 -1.2949 1.1026 0.04 0.02 0.00 0.226
H 2.6856 -0.8697 -0.5479 -0.09 0.03 0.02 0.227
H 0.7677 0.5572 2.0320 0.20 0.08 0.01 0.182
H 0.1992 2.2180 -0.1577 -0.03 -0.02 -0.06 0.508
```
Forces are in eV/Å.

Frontier orbital gap (alpha / beta), eV: 7.645 / 7.657
LUMO level (alpha / beta), eV: -0.7503 / -0.7423



# 12
Below is one molecule with the formula C5H7NO3S at a distorted geometry, with properties calculated with the ωB97M-V functional and the def2-TZVPD basis.

```
17
Properties=species:S:1:pos:R:3:forces:R:3:nbo_charge:R:1
C 2.1061 0.9675 0.5754 2.73 1.58 0.81 -0.298
C 0.8377 0.4456 0.7602 0.55 -0.61 -1.35 -0.308
C 2.4512 0.6979 -0.7060 -1.17 0.17 1.55 0.080
C 0.4875 -0.1506 -0.4016 -2.89 -0.49 0.60 0.249
C -0.9146 -0.8888 -0.7224 3.04 2.30 -0.42 -0.292
N -1.1626 -2.0893 0.0705 -0.54 1.18 -2.09 -0.829
O -2.2721 0.4256 1.0388 -0.11 -0.39 1.18 -0.946
O -1.8520 1.7214 -0.9721 0.31 -0.91 -0.61 -0.928
O 1.4445 0.0496 -1.3319 0.06 -0.60 -0.46 -0.399
S -2.2918 0.3682 -0.6092 -0.66 1.01 0.76 1.493
H 2.7709 1.5234 1.3316 -1.27 -1.06 -1.39 0.230
H 0.3526 0.5002 1.6475 -1.79 -0.07 2.22 0.224
H 3.3598 0.8716 -1.1553 1.47 0.21 -1.52 0.197
H -0.8092 -0.9526 -1.8485 -0.70 -0.88 1.09 0.235
H -1.2130 -1.8384 1.0451 0.48 -0.31 0.15 0.390
H -0.4461 -2.7321 -0.2363 -0.04 -0.36 0.88 0.381
H -2.8489 1.0806 1.5141 0.53 -0.76 -1.40 0.521
```
Forces are in eV/Å.

Frontier orbital gap, eV: 9.145
LUMO level, eV: 0.5232